1.
This record from OMol25 describes a cluster of 2 separate species, C5H5Cl2N in total. The level of theory is ωB97M-V/def2-TZVPD.

```
13
Properties=species:S:1:pos:R:3:forces:R:3:nbo_charge:R:1
Cl -1.2017 0.0275 -2.8790 0.17 0.15 0.13 0.0560
C -0.6808 -0.0205 -1.2310 -0.64 -0.50 -0.51 -0.0769
C -1.3805 -0.7987 -0.3336 -0.43 -0.30 0.21 -0.1399
C -0.9658 -0.8397 0.9814 -0.35 -0.32 0.01 -0.2301
C 0.1483 -0.1312 1.3400 -0.04 -0.19 0.66 0.0756
N 0.8080 0.5836 0.4424 -0.02 0.99 1.18 -0.4227
C 0.4202 0.6740 -0.8180 0.20 0.39 -0.74 0.0829
H -2.2519 -1.3641 -0.6405 0.07 0.08 -0.12 0.2446
H -1.5070 -1.4161 1.7191 0.07 0.00 -0.04 0.2422
H 0.5027 -0.1442 2.3624 0.24 0.18 -0.16 0.2345
H 1.7177 1.1215 0.7392 0.08 -0.81 -1.20 0.4848
H 0.9726 1.2894 -1.5141 0.37 0.01 0.35 0.2789
Cl 3.4180 1.0186 -0.1683 0.28 0.31 0.24 -0.8299
```
Positions in Å, forces in eV/Å.

- Relative energy (zero: lowest compared OMol25 entry of this formula, charge and spin): 8.69 kcal per mole
- E: -31800.718 eV
- Charge: 0
- Highest occupied orbital energy: -8.383 eV

---

2.
This record from OMol25 describes a structure of composition C41H51N5O2STi. The level of theory is ωB97M-V/def2-TZVPD.

```
101
Properties=species:S:1:pos:R:3:forces:R:3:lowdin_charge:R:1
Ti 0.3335 0.7398 1.2677 -1.37 0.42 -0.62 0.9186
N 1.5353 -2.8484 3.2401 -0.08 0.00 0.09 0.0845
C 1.1860 -1.5569 3.0263 0.09 0.00 -0.05 -0.8265
S -0.4464 -1.2388 2.4791 0.22 -0.17 0.23 0.6918
N 2.1119 -0.6526 3.2354 -0.10 0.01 -0.12 0.0256
N 1.6382 0.5843 2.8763 0.71 -0.12 1.16 -0.1057
C 1.9655 1.5995 3.5945 -0.37 0.02 0.27 -0.1565
C 2.8148 1.5384 4.8065 0.25 0.06 -0.20 -0.1746
C 2.3107 1.9352 6.0417 -0.01 -0.01 0.01 -0.0342
C 3.1037 1.8579 7.1771 0.02 -0.01 0.00 -0.0767
C 4.4092 1.3977 7.0831 -0.02 0.01 0.00 -0.0856
C 4.9180 1.0060 5.8519 -0.01 0.00 -0.01 -0.0732
C 4.1232 1.0706 4.7192 0.02 -0.02 0.01 -0.0257
C 1.0959 2.7671 3.3405 0.05 -0.08 0.11 -0.1914
C 1.3047 4.0223 3.8872 0.02 0.00 0.07 -0.0035
C 0.2896 4.9608 3.7983 -0.01 0.01 -0.01 -0.0374
C -0.9023 4.6068 3.1882 0.03 0.02 0.03 -0.0326
C -0.9991 3.3585 2.5975 -0.01 -0.02 -0.06 -0.0931
N -0.0145 2.4641 2.6380 0.39 0.67 0.31 0.0426
H 0.8002 -3.5269 3.3240 0.02 -0.01 -0.01 0.0793
H 2.4043 -3.0194 3.7188 0.01 0.01 -0.02 0.1014
H 1.2898 2.2889 6.1189 0.00 0.00 0.01 0.1202
H 2.6999 2.1561 8.1358 0.00 0.00 0.00 0.1033
H 5.0291 1.3425 7.9685 0.00 0.00 0.00 0.1019
H 5.9346 0.6434 5.7746 0.00 0.00 0.00 0.1039
H 4.5068 0.7478 3.7605 0.00 -0.01 0.00 0.1143
H 2.2349 4.2346 4.3954 -0.02 0.02 0.01 0.1245
H 0.4196 5.9487 4.2204 0.01 0.00 0.01 0.1135
H -1.7386 5.2897 3.1440 -0.01 0.00 -0.02 0.1118
H -1.8791 3.0497 2.0561 0.02 0.00 -0.03 0.1004
C 1.5716 -4.4793 -3.9993 0.02 0.00 0.00 -0.0424
C 1.2413 -3.0044 -4.2697 0.01 0.01 0.01 -0.5578
C 2.2083 -2.4527 -5.3269 -0.02 0.02 -0.01 -0.0461
C -0.1782 -2.9171 -4.8304 -0.01 -0.02 0.00 -0.0661
C 1.3866 -2.2192 -2.9694 0.02 -0.03 0.04 -0.1570
C 0.3255 -1.6534 -2.3281 -0.03 -0.07 0.08 0.0595
C 0.5436 -0.9521 -1.1106 0.14 0.15 -0.15 -0.1687
N -0.3393 -0.3507 -0.3401 -0.32 -0.38 -0.64 -0.0218
C -1.6915 -0.1175 -0.5990 0.30 -0.05 -0.23 -0.1976
C -2.6038 -1.0203 -1.0944 -0.13 -0.02 0.07 0.0272
C -3.9159 -0.6019 -1.3259 0.06 -0.02 0.03 -0.1668
C -4.1903 0.7402 -1.1215 0.02 0.02 -0.05 0.0144
C -3.2633 1.6982 -0.6705 -0.04 0.14 -0.09 -0.0809
C -2.0027 1.2308 -0.2918 0.09 -0.14 -0.01 -0.2455
O -1.0216 1.9146 0.3202 -0.37 -0.07 0.04 -0.2239
C -3.7137 3.1678 -0.6974 0.00 -0.04 0.00 -0.5286
C -4.7590 3.4130 0.3987 0.01 0.05 0.01 -0.0416
C -4.3440 3.4648 -2.0705 -0.03 0.02 0.01 -0.0536
C -2.5750 4.1828 -0.5340 -0.02 -0.02 0.06 -0.0486
C -4.9563 -1.6107 -1.8081 0.02 0.01 0.02 -0.5589
C -4.4713 -2.2566 -3.1135 -0.01 0.00 -0.02 -0.0489
C -6.3152 -0.9621 -2.0683 -0.01 -0.01 -0.01 -0.0678
C -5.1362 -2.7018 -0.7436 -0.01 0.01 0.01 -0.0463
C 1.8853 -0.7029 -0.6345 -0.07 -0.05 0.01 -0.2267
O 1.9838 0.1601 0.3465 0.42 -0.41 -0.22 -0.1578
C 2.9705 -1.3768 -1.2443 0.05 0.17 -0.09 -0.0814
C 2.6813 -2.1010 -2.3814 0.01 -0.09 0.02 0.0390
C 4.3929 -1.2491 -0.7007 -0.04 0.03 -0.02 -0.5353
C 4.4323 -1.7072 0.7637 0.01 -0.04 -0.02 -0.0403
C 5.3764 -2.1123 -1.4908 0.05 0.00 0.00 -0.0707
C 4.8501 0.2142 -0.7976 0.00 0.00 0.02 -0.0358
H 1.4714 -5.0646 -4.9163 0.00 0.00 0.00 0.0852
H 0.8949 -4.8940 -3.2501 0.00 0.00 0.00 0.0904
H 2.5929 -4.5982 -3.6335 0.00 -0.01 0.00 0.0789
H 2.0834 -2.9975 -6.2650 0.00 0.00 0.00 0.0840
H 3.2502 -2.5534 -5.0231 0.01 0.00 0.02 0.0747
H 2.0128 -1.3956 -5.5167 -0.01 0.00 0.00 0.0928
H -0.2223 -3.4346 -5.7902 0.00 -0.01 0.00 0.0855
H -0.4829 -1.8813 -4.9904 0.00 0.00 -0.02 0.0912
H -0.9057 -3.3902 -4.1679 0.00 0.01 0.02 0.0798
H -0.6791 -1.7174 -2.7180 0.02 0.02 0.00 0.0944
H -2.2997 -2.0492 -1.2423 -0.02 0.01 -0.02 0.1186
H -5.1889 1.0917 -1.3400 0.02 -0.03 0.03 0.0883
H -5.6763 2.8504 0.2159 0.02 -0.04 0.00 0.0813
H -5.0191 4.4741 0.4423 -0.02 0.00 0.00 0.0841
H -4.3735 3.1135 1.3760 0.00 0.02 0.01 0.0814
H -5.1696 2.7958 -2.3085 0.00 0.06 -0.01 0.0681
H -3.5960 3.3696 -2.8600 0.00 -0.01 0.00 0.0949
H -4.7273 4.4877 -2.0851 0.01 0.00 0.00 0.0833
H -2.2528 4.2819 0.4986 0.06 -0.03 0.00 0.0493
H -2.9345 5.1629 -0.8574 0.00 0.00 0.01 0.0842
H -1.7027 3.9187 -1.1281 0.01 -0.01 -0.04 0.0919
H -4.2927 -1.4969 -3.8771 -0.01 0.00 0.00 0.0910
H -5.2188 -2.9575 -3.4927 0.00 -0.01 0.00 0.0834
H -3.5424 -2.8099 -2.9650 0.01 0.01 0.00 0.0685
H -6.2543 -0.1954 -2.8434 0.00 0.00 0.00 0.0865
H -6.7242 -0.5071 -1.1642 0.00 0.00 0.00 0.0861
H -7.0215 -1.7226 -2.4064 0.00 0.00 0.00 0.0839
H -4.1974 -3.2195 -0.5416 0.00 0.00 0.00 0.0781
H -5.8671 -3.4428 -1.0762 0.00 -0.01 0.00 0.0829
H -5.4871 -2.2691 0.1952 0.00 0.00 0.00 0.0901
H 3.4967 -2.6108 -2.8754 -0.04 0.01 -0.02 0.0911
H 4.0701 -2.7345 0.8548 0.02 0.00 0.00 0.0908
H 3.8196 -1.0757 1.4004 -0.08 0.04 0.04 0.0517
H 5.4619 -1.6758 1.1307 0.00 0.00 0.00 0.0836
H 5.0834 -3.1646 -1.4886 0.02 0.00 0.02 0.0878
H 6.3621 -2.0401 -1.0281 0.01 0.01 -0.01 0.0849
H 5.4739 -1.7810 -2.5270 -0.01 0.00 0.00 0.0850
H 4.1802 0.8689 -0.2433 0.01 0.00 0.00 0.0738
H 4.8738 0.5422 -1.8393 -0.01 0.00 0.00 0.0895
H 5.8572 0.3175 -0.3854 0.01 -0.01 -0.01 0.0845
```
Positions in Å, forces in eV/Å.

- Relative energy (zero: lowest compared OMol25 entry of this formula, charge and spin): 20.66 kcal per mole
- Multiplicity: 3
- E: -88844.876 eV
- Charge: 0
- Highest occupied orbital energy (spin up / spin down): -6.725 / -7.319 eV

---

3.
This record from OMol25 describes the molecule C10H12ClNO2. The level of theory is ωB97M-V/def2-TZVPD.

```
26
Properties=species:S:1:pos:R:3:forces:R:3:nbo_charge:R:1
C -3.0897 1.1797 0.1642 0.47 -0.44 0.59 -0.1932
C -2.2706 1.7790 -0.7380 0.73 1.71 -0.92 -0.2123
C -2.5143 0.5078 1.2687 -0.99 0.32 -3.03 -0.2181
C -0.8884 1.6939 -0.6548 0.70 1.17 0.92 -0.1933
C -1.1589 0.4929 1.3627 1.62 -1.31 1.15 -0.1831
C -0.2940 1.0468 0.4365 -0.07 0.74 -0.78 -0.0876
C 1.7829 -0.5354 -1.5432 -3.55 -0.32 -1.52 -0.6867
C 1.4654 -1.6353 0.8268 -1.17 4.29 0.34 -0.6137
C 1.1938 0.9728 0.6851 0.13 -2.98 0.29 -0.2218
C 1.9140 -0.4350 -0.0912 -1.70 0.30 3.99 0.1063
N 3.3428 -0.2631 0.2949 1.29 0.47 -0.12 0.5152
O 4.1631 -0.1589 -0.5950 0.35 -0.04 0.24 -0.3720
O 3.6213 -0.2013 1.4752 -0.05 -0.03 0.03 -0.3871
Cl 2.0730 2.3873 0.2617 0.47 1.05 -0.56 0.0102
H -4.1197 1.2615 -0.0946 -0.86 -0.33 0.63 0.2160
H -2.6681 2.5189 -1.4543 0.03 -0.84 0.10 0.2140
H -3.0896 -0.2846 1.6356 -0.88 -0.53 1.78 0.2201
H -0.3167 2.4347 -1.2209 0.11 -0.76 -0.29 0.2276
H -0.6840 -0.0890 2.1628 -0.34 0.23 -0.09 0.2067
H 2.7156 -0.1658 -1.8927 0.29 0.13 -1.28 0.2723
H 0.8701 0.1132 -1.8675 1.74 -0.85 0.35 0.2358
H 1.4811 -1.5769 -1.9341 0.96 1.45 0.76 0.2339
H 1.6625 -1.3230 1.8436 0.00 0.03 0.25 0.2293
H 0.4176 -1.7725 0.7654 -1.07 -0.32 -0.43 0.2189
H 1.9718 -2.4903 0.7091 1.92 -3.21 -1.07 0.2182
H 1.3692 0.7978 1.7854 -0.11 0.08 -1.30 0.2444
```
Positions in Å, forces in eV/Å.

- Relative energy (zero: lowest compared OMol25 entry of this formula, charge and spin): 78.66 kcal per mole
- E: -28668.081 eV
- Charge: 0
- Highest occupied orbital energy: -9.584 eV
- SMILES: CC(C)([C@@H](Cl)c1ccccc1)[N+](=O)[O-]

---

- Which of these has the lowest E?
  C41H51N5O2STi

---

- The highest E belongs to which entry?
  C10H12ClNO2

---

- Among the records above, which one has the highest relative energy (zero: lowest compared OMol25 entry of this formula, charge and spin)?
  C10H12ClNO2